Density functional theory data (ωB97M-V/def2-TZVPD) for a structure of composition C46H57CsI2N7P2S in a non-equilibrium geometry.

Output
**DFT total energy**: -105217.662 eV
**ΔE to the lowest compared entry with this formula, charge and spin**: 69.56 kcal per mole
**LUMO energy**: 1.7141 eV
**Charge**: -1
**M**: 1188.7 g/mol
**Orbital gap**: 5.802 eV

```
116
Properties=species:S:1:pos:R:3:forces:R:3
Cs 1.034 -0.152 1.316 0.01 -0.09 -0.18
I 2.532 -5.540 4.060 -0.25 -0.63 -0.02
I 2.954 -3.738 1.232 0.31 1.18 -0.83
S 4.314 -0.695 -0.034 -0.06 0.10 -0.48
P -1.428 0.474 3.883 -0.90 0.97 0.50
P -1.385 -2.708 0.128 0.24 0.31 -0.44
N -2.152 0.040 1.108 2.01 -0.06 1.68
N 4.678 -0.505 -4.887 -0.29 -0.39 -0.07
N 2.474 0.316 -1.618 -0.78 -0.02 -0.25
N 4.577 1.079 -2.059 1.78 2.04 -2.43
N 5.920 1.085 -1.852 -0.33 -0.51 0.56
N 2.046 1.394 -2.037 -0.84 0.34 0.51
N 2.229 3.529 -5.727 0.15 -1.13 -0.07
C 2.488 2.424 -5.490 0.10 0.38 0.83
C -1.294 2.681 -2.992 1.10 -1.15 0.68
C -3.869 -0.398 5.205 0.11 1.39 2.23
C 8.485 3.974 -3.568 -2.29 -0.59 -0.44
C 0.861 1.433 5.139 -0.63 0.74 -1.36
C 0.640 1.333 -2.212 -0.53 -1.23 -0.10
C -1.473 0.325 -2.464 -0.66 -2.47 -0.82
C -3.044 -0.425 0.269 -1.41 -0.60 -0.66
C -0.130 0.134 -2.138 -0.91 2.09 -0.48
C 7.194 3.741 -4.099 0.76 -1.54 1.11
C 4.232 0.710 -5.228 0.03 -0.11 0.21
C -2.022 2.344 0.421 -1.42 1.97 -1.21
C 3.799 -1.362 -4.371 -1.41 0.80 0.57
C -1.893 1.349 1.368 0.17 0.71 0.91
C 8.844 3.307 -2.434 0.86 -1.43 1.12
C -0.982 -3.872 2.659 -0.84 0.83 -1.20
C -4.043 1.866 3.973 1.49 -0.82 0.13
C -4.992 -1.605 -1.485 -0.33 2.14 -0.12
C -0.330 -5.246 -0.669 -0.56 -1.35 3.49
C -0.815 5.482 2.203 0.88 1.10 0.31
C -0.992 3.144 2.832 -1.24 -1.95 -1.61
C 6.748 2.037 -2.390 1.51 0.63 0.35
C -5.881 -2.146 -2.572 -0.71 -0.30 0.46
C -1.779 3.751 0.626 0.38 -3.11 -0.57
C -2.109 -3.389 1.644 -1.03 -1.78 1.69
C 2.465 -5.644 1.945 1.25 0.57 -0.15
C -2.045 1.519 -2.958 0.89 -0.54 0.83
C 2.901 1.100 -5.012 0.50 0.24 -1.73
C -3.353 0.498 4.102 1.06 -0.43 -0.46
C 1.973 0.137 -4.606 0.71 1.83 -0.22
C 8.061 2.299 -1.861 -0.56 0.01 0.24
C -5.198 -0.329 -0.878 0.04 -0.76 0.31
C -3.812 -2.228 -1.175 -0.69 -0.21 -0.46
C -1.170 4.104 1.841 -1.21 0.02 -0.88
C -4.289 0.225 0.033 -0.38 -1.91 -1.04
C -0.706 -3.565 -2.387 -0.16 -0.49 0.54
C 2.420 -1.055 -4.177 2.25 -0.83 -1.12
C 3.835 0.318 -1.420 1.38 -2.39 3.38
C -1.165 2.522 6.150 -1.33 -0.96 0.25
C 6.360 2.778 -3.507 -0.58 0.30 -0.29
C -2.883 -1.720 -0.330 1.48 0.06 0.39
C -0.634 1.282 5.386 -0.28 -0.09 0.88
C 0.077 2.514 -2.582 -1.33 2.41 -0.57
C -1.269 -4.146 -1.089 0.66 0.60 -0.23
C -3.320 -4.452 1.522 1.02 1.71 0.15
C -1.409 1.792 2.635 1.02 0.35 -0.04
H -0.648 2.694 7.083 0.74 -0.15 0.26
H -0.088 -3.271 2.411 -0.25 -0.29 0.70
H -3.082 -1.035 5.665 -0.67 -0.04 -0.54
H 8.517 1.764 -0.994 -0.86 0.29 -0.73
H -0.693 -4.341 -3.136 0.33 -0.32 -0.42
H 0.309 -0.821 -1.905 -0.07 -0.07 0.14
H 0.724 -5.050 -0.654 0.59 0.77 -0.34
H -5.126 1.717 4.043 0.17 0.43 -0.06
H 6.269 0.485 -1.119 -0.09 -0.09 0.36
H -4.759 -0.923 4.890 -0.01 -0.58 -0.08
H -1.370 -3.716 3.652 0.27 0.31 0.55
H -3.667 -3.140 -1.704 0.43 -0.89 -0.10
H -4.620 0.960 0.725 0.02 1.08 0.08
H 9.853 3.445 -2.004 -0.59 0.03 -0.29
H -2.997 -5.414 1.196 0.45 -0.70 -0.63
H -2.247 -4.590 -1.225 -0.33 -0.04 -0.26
H 3.271 -6.222 1.497 -0.22 -0.45 0.64
H -3.598 2.451 4.788 -0.75 0.39 -0.15
H 4.088 -2.345 -4.024 0.65 0.02 -0.22
H -1.406 -2.846 -2.712 -0.46 1.29 -0.74
H 0.301 -3.139 -2.232 -0.47 -0.16 -0.09
H 5.355 2.500 -3.873 0.76 0.66 0.00
H -1.756 3.630 -3.268 0.49 -0.17 0.01
H 1.762 -1.808 -3.861 -0.75 -0.86 0.62
H 0.998 2.447 4.722 0.39 -0.51 0.09
H -1.960 4.366 -0.277 0.16 0.12 1.06
H -6.597 -1.348 -2.782 0.18 -0.04 -0.73
H 0.163 5.750 1.825 0.30 0.23 -0.40
H 1.164 0.704 4.397 0.38 -0.12 -0.24
H 0.976 0.461 -4.537 -1.27 -0.01 0.01
H -2.603 -2.470 2.039 0.62 -0.52 0.13
H -5.274 -2.476 -3.458 -0.89 0.33 0.67
H -1.131 3.465 5.616 -0.20 -0.05 -0.22
H -6.564 -2.963 -2.209 0.91 0.27 -0.38
H -3.839 -4.652 2.457 0.18 0.37 0.42
H -0.682 5.476 3.258 0.21 0.22 1.15
H 1.499 1.310 5.984 0.26 -0.02 0.90
H -0.431 -6.218 -1.147 -0.40 0.13 -0.62
H -3.082 1.415 -3.200 -0.49 0.50 -0.29
H 6.918 4.111 -5.053 -0.30 0.68 -0.60
H 4.980 1.378 -5.696 -0.65 -0.33 0.38
H -0.773 0.416 6.043 0.08 0.13 0.41
H -4.062 -4.034 0.849 -0.12 -0.12 -0.28
H 1.538 -5.873 1.488 -1.02 -0.50 0.24
H -0.622 3.483 3.761 0.33 0.03 0.74
H 9.203 4.525 -4.086 0.83 1.22 -0.71
H -2.195 2.311 6.520 0.38 0.38 -0.59
H -6.133 0.208 -1.034 0.00 -0.15 -0.09
H -4.235 0.256 6.061 0.46 -0.64 -0.71
H -3.535 -0.061 3.204 -0.23 -0.20 -0.84
H -2.150 -0.606 -2.500 1.11 1.65 0.24
H -0.545 -5.504 0.431 0.23 0.22 -1.28
H -3.672 2.275 3.017 -0.83 0.21 0.44
H 0.758 3.375 -2.523 -0.40 -0.30 -0.31
H -0.711 -4.927 2.615 -0.14 -0.10 -0.42
H -2.599 1.955 -0.437 0.77 0.91 -0.02
H -1.470 6.338 2.044 -0.45 -0.38 -0.62
```
Forces are in eV/Å.

***

Density functional theory data (ωB97M-V/def2-TZVPD) for an isolated molecule of C4H11N3O in a non-equilibrium geometry.

Output
**DFT total energy**: -10841.917 eV
**ΔE to the lowest compared entry with this formula, charge and spin**: 75.96 kcal per mole
**SMILES**: [H]/N=C(/C)[C@H](N)NOC
**LUMO energy**: 0.9762 eV
**M**: 117.2 g/mol
**Orbital gap**: 10.588 eV

```
19
Properties=species:S:1:pos:R:3:forces:R:3
O 0.712 1.642 -0.386 -0.44 -0.30 0.47
N 1.073 -1.260 1.639 0.33 -0.46 0.31
N -1.624 -0.943 0.439 2.04 0.12 -0.88
N 0.724 0.846 0.838 0.49 0.90 -1.07
C -0.474 -1.501 -1.624 -0.19 -0.09 0.32
C -0.498 -0.992 -0.209 -1.91 0.39 0.27
C -0.400 2.534 -0.328 0.00 -0.01 0.10
C 0.838 -0.534 0.407 -0.87 -0.35 0.30
H -0.224 3.300 0.434 -0.12 -0.05 0.00
H -0.206 -0.679 -2.294 0.13 -0.09 0.02
H -1.329 1.995 -0.117 0.15 0.03 0.04
H -1.455 -1.890 -1.910 0.16 0.09 0.11
H 1.663 -0.694 -0.295 -0.04 0.02 -0.01
H -0.497 3.023 -1.302 0.24 -0.16 0.06
H 1.629 1.101 1.237 -0.16 -0.10 0.14
H -1.443 -0.508 1.353 -0.15 -0.11 -0.11
H 0.823 -2.238 1.502 0.24 0.16 0.11
H 0.418 -0.903 2.331 0.07 -0.08 0.00
H 0.270 -2.297 -1.715 0.05 0.08 -0.16
```
Forces are in eV/Å.

***

Density functional theory data (ωB97M-V/def2-TZVPD) for a cluster of 2 separate species, C3H8NO2 in total in a non-equilibrium geometry.

Output
**DFT total energy**: -8818.507 eV
**ΔE to the lowest compared entry with this formula, charge and spin**: 33.33 kcal per mole
**LUMO energy**: -4.8289 eV
**Charge**: +1
**M**: 90.1 g/mol
**Orbital gap**: 10.203 eV

```
14
Properties=species:S:1:pos:R:3:forces:R:3
O -2.756 -1.316 0.029 0.30 -0.83 0.10
O -1.785 0.644 0.011 0.28 0.17 -0.18
N 1.097 0.446 0.182 0.85 -0.47 -1.83
C 0.797 -0.788 0.164 -0.90 -0.02 1.37
C -2.732 -0.029 -0.284 -0.70 0.11 -0.11
C 2.501 0.949 0.180 -0.63 -0.32 0.53
H -3.630 0.355 -0.791 0.14 -0.01 0.03
H 2.605 1.584 -0.696 0.06 0.14 0.17
H 3.155 0.085 0.086 0.07 0.12 0.12
H 1.429 -1.545 0.607 0.57 0.02 -0.47
H 2.661 1.471 1.118 0.22 0.22 -0.14
H -3.500 -1.854 -0.295 0.02 0.62 0.01
H 0.382 1.043 -0.233 -0.23 0.31 0.46
H -0.224 -1.044 -0.076 -0.07 -0.06 -0.07
```
Forces are in eV/Å.

***

Density functional theory data (ωB97M-V/def2-TZVPD) for an isolated molecule of CHFN2OS in a non-equilibrium geometry.

Output
**DFT total energy**: -19629.561 eV
**ΔE to the lowest compared entry with this formula, charge and spin**: 54.84 kcal per mole
**SMILES**: N#C[S@@](=N)(=O)F
**LUMO energy**: -1.2728 eV
**M**: 108.1 g/mol
**Orbital gap**: 10.924 eV

```
7
Properties=species:S:1:pos:R:3:forces:R:3
S 1.496 0.013 0.168 1.05 1.37 -3.61
F 2.305 -0.637 -1.416 -1.38 0.77 3.54
O 1.910 1.408 0.021 -0.03 -2.79 1.10
N 2.867 -1.586 2.202 1.56 -1.66 2.32
N 0.063 -0.403 0.209 -0.33 0.74 -0.60
C 2.315 -1.027 1.400 -2.25 2.88 -3.90
H -0.561 0.264 -0.371 1.39 -1.32 1.15
```
Forces are in eV/Å.

***

- Number 4 is which compound?
  CHFN2OS

***

- ΔE to the lowest compared entry with this formula, charge and spin of number 1 (C46H57CsI2N7P2S)?
  69.56 kcal per mole